(1)
The following is a quantum chemistry calculation of C3H39O17Y as an isolated structure at a distorted geometry, from OMol25.

Last column: natural (NBO) charge in e.
Element x y z (Å)
Y: 0.761 -3.101 -6.011  1.55
C: 1.874 0.106 -0.571  -0.59
C: 0.379 -0.193 -0.622  0.00
C: -0.325 1.019 -0.052  -0.66
O: -0.104 -0.684 -1.852  -0.16
H: 2.209 0.160 0.465  0.26
H: 2.197 0.954 -1.174  0.26
H: 2.424 -0.766 -0.926  0.23
H: 0.237 -0.965 0.134  0.35
H: -0.147 1.870 -0.709  0.25
H: -0.180 1.142 1.022  0.25
H: -1.404 0.900 -0.159  0.24
O: -2.764 3.922 5.120  -0.95
H: -3.063 4.829 5.061  0.48
H: -3.403 3.425 4.609  0.47
O: -2.636 -5.103 -4.838  -0.98
H: -2.747 -5.384 -3.929  0.49
H: -3.524 -5.090 -5.195  0.49
O: 1.443 4.990 3.594  -0.94
H: 2.022 4.873 4.347  0.47
H: 0.613 4.598 3.866  0.47
O: -5.143 -2.106 2.143  -0.94
H: -5.238 -1.156 2.082  0.47
H: -4.371 -2.235 2.694  0.46
O: 1.527 -5.794 -2.983  -0.98
H: 2.106 -6.547 -3.097  0.49
H: 1.425 -5.711 -2.035  0.49
O: -3.853 2.543 -4.011  -0.93
H: -3.197 1.936 -3.669  0.45
H: -4.150 3.033 -3.244  0.48
O: 8.422 -3.413 0.187  -0.94
H: 7.547 -3.184 0.499  0.46
H: 8.917 -3.609 0.982  0.48
O: -2.936 -5.546 -0.289  -0.93
H: -3.407 -4.713 -0.322  0.47
H: -2.025 -5.300 -0.124  0.46
O: 2.989 6.796 -0.744  -0.93
H: 2.902 6.168 -0.027  0.47
H: 3.809 6.556 -1.176  0.47
O: 2.559 -1.171 5.024  -0.93
H: 1.680 -1.064 5.388  0.48
H: 2.415 -1.525 4.147  0.45
O: 1.454 -6.085 1.565  -0.96
H: 1.975 -6.775 1.975  0.48
H: 0.841 -5.810 2.246  0.47
O: 2.360 0.770 -6.181  -0.98
H: 1.969 1.636 -6.295  0.49
H: 3.295 0.941 -6.073  0.50
O: -1.482 0.302 6.755  -0.95
H: -1.644 0.444 7.687  0.48
H: -1.574 1.169 6.360  0.47
O: -5.290 5.192 -0.901  -0.95
H: -4.456 5.647 -0.786  0.47
H: -5.944 5.891 -0.915  0.48
O: 6.726 0.820 -5.208  -0.95
H: 7.246 1.397 -5.768  0.48
H: 7.121 0.908 -4.341  0.48
O: -5.917 2.431 2.261  -0.95
H: -5.699 3.008 1.529  0.47
H: -6.821 2.656 2.483  0.48

Atomic forces in eV per Å
Y -0.2 0.0 0.5
C 2.2 -2.0 -0.2
C -1.8 2.1 -2.8
C -1.9 -0.5 -0.7
O 1.5 0.7 3.2
H -0.4 0.6 0.0
H -0.6 0.2 0.1
H 0.1 0.0 -0.3
H 0.1 -1.5 0.2
H 0.5 0.4 0.5
H 0.6 0.4 -0.3
H -0.3 -0.2 0.0
O 0.3 -0.2 0.0
H -0.1 0.3 0.1
H -0.3 -0.2 -0.1
O 0.6 0.4 -0.2
H 0.0 -0.2 0.4
H -0.3 0.0 -0.2
O 0.1 0.0 -0.3
H 0.2 0.0 0.2
H -0.3 0.0 0.1
O 0.1 -0.2 -0.3
H -0.2 0.3 0.0
H 0.1 -0.1 0.3
O -0.2 0.5 -0.5
H 0.2 -0.3 -0.1
H -0.1 0.0 0.4
O 0.1 -0.1 -0.2
H 0.1 -0.1 0.1
H -0.2 0.3 0.2
O 0.0 0.0 -0.3
H -0.2 0.1 0.1
H 0.2 -0.1 0.2
O 0.1 -0.1 -0.3
H -0.3 0.2 0.1
H 0.2 -0.1 0.2
O -0.2 0.0 -0.2
H -0.1 -0.1 0.3
H 0.2 0.0 -0.1
O 0.2 0.1 -0.1
H -0.3 0.1 0.3
H 0.0 -0.1 -0.1
O 0.0 0.2 -0.4
H 0.2 -0.2 0.1
H -0.2 0.0 0.2
O -0.3 -0.6 0.1
H -0.2 0.3 -0.1
H 0.4 0.0 0.0
O 0.1 -0.3 -0.3
H 0.0 0.0 0.3
H -0.1 0.3 -0.1
O 0.1 -0.4 0.0
H 0.2 0.2 0.0
H -0.2 0.2 0.0
O -0.4 -0.1 -0.1
H 0.2 0.1 -0.2
H 0.1 0.0 0.2
O 0.3 -0.2 0.1
H 0.0 0.2 -0.3
H -0.3 0.0 0.1

Total charge ... +2
Energy relative to the best compared isomer or geometry (same formula, charge and spin) ... 325.4 kcal/mol
Kohn-Sham gap ... 2.79 eV

(2)
The following is a quantum chemistry calculation of C31H25FeN6O3S6Si as an isolated structure, from OMol25.

Last column: Mulliken spin population.
Element x y z (Å)
Fe: 0.423 -0.574 0.674  3.78
C: -1.267 -1.836 4.534  0.06
C: -1.788 -0.640 5.089  0.02
C: -1.483 0.553 4.514  0.02
C: -0.644 0.638 3.343  0.03
N: -0.200 -0.547 2.777  0.09
C: -0.507 -1.717 3.404  -0.02
N: -0.373 1.861 2.899  0.02
C: 0.514 2.100 1.916  0.21
N: 1.348 1.196 1.315  0.00
C: 2.159 1.859 0.435  0.19
N: 3.162 1.345 -0.293  0.06
C: 3.397 0.022 -0.336  0.00
C: 4.590 -0.401 -1.013  0.04
C: 4.934 -1.719 -1.090  0.01
C: 4.115 -2.689 -0.481  0.05
C: 2.978 -2.238 0.130  -0.02
N: 2.577 -0.941 0.196  0.08
C: 1.814 3.264 0.442  0.11
C: 2.275 4.357 -0.303  -0.01
C: 1.680 5.588 -0.095  0.04
C: 0.633 5.739 0.845  0.04
C: 0.175 4.661 1.582  0.00
C: 0.774 3.414 1.374  0.09
H: -1.470 -2.814 4.962  0.00
H: -2.424 -0.677 5.969  0.00
H: -1.845 1.497 4.910  0.00
H: -0.098 -2.611 2.950  0.00
H: 5.200 0.381 -1.449  0.00
H: 5.841 -2.017 -1.608  0.00
H: 4.350 -3.749 -0.507  0.00
H: 2.327 -2.950 0.620  0.00
H: 3.065 4.225 -1.039  0.00
H: 2.007 6.449 -0.671  0.01
H: 0.170 6.711 0.973  0.00
H: -0.645 4.761 2.288  0.00
S: 2.691 -6.618 -3.164  0.00
C: 1.792 -5.427 -2.439  0.00
S: 1.205 -5.524 -0.837  0.00
C: 0.393 -3.980 -0.794  0.01
C: 0.469 -3.187 -1.887  -0.01
S: -0.138 -1.601 -2.041  0.02
S: 1.345 -3.954 -3.198  0.00
S: -0.249 -3.413 0.724  0.02
O: -3.560 4.267 -1.074  0.00
S: -3.205 3.071 -1.792  0.00
O: -4.115 2.636 -2.825  0.00
N: -2.834 1.866 -0.785  0.00
C: -1.562 1.481 -0.913  0.00
O: -1.040 0.567 -0.226  -0.01
C: -0.798 2.249 -1.957  0.02
C: 0.500 2.065 -2.391  0.02
C: 0.990 2.920 -3.374  0.01
C: 0.188 3.929 -3.908  0.00
C: -1.128 4.096 -3.483  0.00
C: -1.591 3.236 -2.505  0.00
H: 1.114 1.278 -1.984  -0.03
H: 2.014 2.800 -3.718  0.00
H: 0.592 4.589 -4.673  0.00
H: -1.765 4.869 -3.897  0.00
C: -3.040 -4.788 1.367  0.00
Si: -2.416 -3.365 0.343  -0.01
C: -3.094 -1.784 0.956  0.00
C: -2.770 -3.730 -1.423  0.00
H: -4.143 -4.820 1.375  0.00
H: -2.689 -4.710 2.406  0.00
H: -2.665 -5.729 0.947  0.00
H: -4.194 -1.801 0.914  0.00
H: -2.740 -0.948 0.351  0.01
H: -2.791 -1.607 1.997  0.00
H: -3.844 -3.932 -1.540  0.00
H: -2.205 -4.614 -1.748  0.00
H: -2.484 -2.886 -2.060  0.00

Atomic forces in eV per Å
Fe 0.5 0.4 -0.2
C -0.1 0.1 0.1
C 0.0 -0.1 0.0
C 0.1 0.1 -0.1
C 0.0 -0.3 0.0
N -0.4 -0.4 0.1
C 0.1 0.5 0.0
N 0.1 -0.1 -0.3
C 0.1 -0.1 0.2
N -0.2 0.3 -0.2
C 0.2 -0.1 0.1
N -0.3 -0.2 0.0
C -0.1 -0.2 0.0
C 0.0 0.0 0.1
C 0.1 0.1 0.0
C 0.1 0.0 0.0
C -0.1 0.5 0.0
N 0.0 -0.6 -0.1
C 0.2 0.1 -0.2
C 0.0 0.0 0.0
C 0.0 -0.1 0.1
C 0.1 -0.2 0.0
C 0.0 0.1 0.0
C -0.1 0.0 0.1
H 0.1 0.2 -0.1
H 0.0 0.0 -0.1
H 0.0 -0.1 -0.1
H 0.0 0.1 0.1
H -0.1 -0.1 0.0
H 0.0 0.0 0.0
H 0.0 0.2 0.0
H -0.1 0.0 0.0
H -0.1 0.0 0.1
H 0.0 -0.1 0.0
H 0.0 0.0 0.0
H 0.1 0.0 -0.1
S 0.0 -0.1 -0.1
C 0.0 0.1 0.0
S -0.2 0.0 0.2
C 0.1 -0.2 0.2
C 0.1 0.1 -0.2
S 0.3 0.0 0.1
S 0.1 0.1 -0.3
S 0.0 0.1 0.1
O -0.1 0.1 0.0
S 0.3 -0.2 0.1
O -0.2 0.1 0.0
N 0.5 -0.3 0.0
C -0.5 -0.1 0.5
O -0.2 0.4 -0.2
C 0.0 0.0 0.1
C 0.1 0.0 -0.1
C 0.0 0.0 0.0
C 0.0 0.0 0.0
C 0.1 -0.1 0.1
C 0.1 0.1 -0.3
H 0.1 -0.1 0.1
H -0.2 0.0 0.0
H 0.0 -0.1 0.1
H 0.0 0.0 0.0
C -0.3 -0.3 0.3
Si 0.2 -0.3 0.1
C -0.3 0.5 0.3
C 0.0 -0.1 -0.6
H 0.3 0.0 0.0
H -0.1 0.0 -0.2
H -0.1 0.1 0.1
H 0.2 0.0 0.0
H 0.0 0.1 0.0
H -0.1 0.0 -0.2
H 0.2 0.0 0.0
H -0.2 0.2 0.0
H -0.1 -0.2 0.1

Total charge ... -2
Energy relative to the best compared isomer or geometry (same formula, charge and spin) ... 0.0 kcal/mol
Kohn-Sham gap (spin up / spin down) ... 4.41 / 6.58 eV
Multiplicity ... 6

(3)
The following is a quantum chemistry calculation of C27H23F3NSSiTi as an isolated structure at a distorted geometry, from OMol25.

Last column: natural (NBO) charge in e.
Element x y z (Å)
Ti: -0.237 -0.595 0.270  1.43
C: -0.537 -3.718 0.613  -0.68
C: -1.436 -2.946 1.546  0.32
C: -2.324 -3.595 2.416  -0.27
C: -3.238 -2.860 3.128  -0.05
C: -3.320 -1.465 2.948  -0.01
C: -4.334 -0.674 3.519  -0.20
C: -4.340 0.684 3.327  -0.17
C: -3.341 1.297 2.570  -0.17
C: -2.333 0.563 1.971  -0.18
S: -1.125 1.416 1.030  -0.09
C: -2.325 -0.853 2.129  0.13
N: -1.401 -1.617 1.479  -0.63
H: -0.616 -4.785 0.819  0.26
H: 0.515 -3.423 0.713  0.25
H: -0.846 -3.542 -0.430  0.26
H: -2.283 -4.666 2.519  0.25
H: -3.921 -3.336 3.815  0.24
H: -5.101 -1.161 4.098  0.23
H: -5.116 1.296 3.760  0.24
H: -3.332 2.367 2.430  0.24
C: 2.898 -2.206 1.503  -1.08
Si: 2.170 -0.479 1.018  1.04
C: 3.250 0.504 -0.240  -1.07
C: 2.021 0.591 2.602  -0.48
C: 1.821 1.967 2.470  -0.20
C: 1.764 2.792 3.576  -0.20
C: 1.900 2.259 4.848  -0.19
C: 2.080 0.895 4.999  -0.23
C: 2.138 0.071 3.890  -0.15
H: 3.813 -2.084 2.074  0.26
H: 3.140 -2.807 0.629  0.25
H: 2.208 -2.776 2.130  0.23
H: 4.246 0.663 0.167  0.26
H: 2.823 1.488 -0.438  0.24
H: 3.352 -0.009 -1.196  0.25
H: 1.724 2.402 1.481  0.21
H: 1.617 3.854 3.448  0.22
H: 1.874 2.904 5.712  0.22
H: 2.185 0.472 5.984  0.22
H: 2.305 -0.988 4.024  0.20
F: -5.684 -2.852 -6.781  -0.31
C: -5.943 -2.288 -5.599  0.97
F: -6.757 -3.132 -4.939  -0.32
F: -6.670 -1.186 -5.845  -0.32
C: -4.705 -1.973 -4.803  -0.11
C: -3.440 -2.253 -5.301  -0.17
C: -2.323 -1.940 -4.549  -0.15
C: -2.476 -1.349 -3.295  -0.23
C: -3.756 -1.071 -2.801  -0.11
C: -4.867 -1.383 -3.554  -0.18
C: -1.381 -1.052 -2.443  0.25
C: -0.465 -0.806 -1.672  -0.65
H: -3.329 -2.715 -6.270  0.25
H: -1.334 -2.149 -4.930  0.23
H: -3.858 -0.607 -1.828  0.21
H: -5.856 -1.174 -3.178  0.24

Atomic forces in eV per Å
Ti 0.3 1.6 -0.7
C -0.1 0.1 0.0
C 0.0 -0.4 0.0
C 0.0 0.2 0.1
C 0.2 0.2 -0.3
C 0.5 0.2 -0.5
C 0.0 0.3 0.1
C -0.2 -0.4 0.2
C 0.5 -0.3 -0.3
C -0.3 -0.3 0.3
S 0.5 -0.4 -0.6
C -1.1 0.6 0.9
N -0.6 -0.9 0.3
H 0.1 0.1 -0.1
H -0.1 0.0 0.0
H 0.1 -0.1 0.3
H 0.0 -0.1 -0.1
H -0.1 -0.1 0.0
H -0.1 0.0 0.2
H -0.1 0.0 0.1
H -0.1 0.1 0.0
C -0.5 0.6 -0.3
Si 1.4 0.3 0.6
C -0.6 -0.5 0.3
C 0.0 -0.3 -0.6
C 0.2 -0.1 -0.1
C 0.0 0.1 -0.1
C 0.0 -0.1 0.0
C 0.0 0.1 0.2
C 0.0 -0.2 -0.3
H 0.2 0.2 0.1
H 0.0 0.0 -0.1
H 0.0 0.0 0.0
H 0.1 -0.1 0.2
H -0.1 0.0 0.0
H 0.0 -0.1 0.0
H 0.0 0.1 0.0
H 0.0 0.1 0.0
H 0.0 0.0 0.1
H 0.0 -0.1 0.2
H 0.0 -0.2 0.1
F 0.3 -0.1 -0.1
C -0.5 -0.1 -0.2
F 0.1 -0.1 0.2
F 0.1 0.2 0.1
C 0.1 0.0 0.0
C -0.2 0.0 0.0
C 0.2 0.1 0.1
C -0.4 -0.1 -0.1
C 0.0 0.0 0.0
C 0.0 -0.1 -0.1
C 0.4 0.0 0.0
C 0.1 -0.2 -0.1
H 0.0 0.0 0.0
H 0.0 0.0 0.0
H 0.0 0.0 0.0
H -0.1 0.0 0.0

Total charge ... +1
Kohn-Sham gap ... 6.62 eV